Entry 1:
C32H24Br2IrN7O2S2 | ωB97M-V/def2-TZVPD

Last column: Mulliken spin population.
Element x y z (Å)
Ir1 0.161 -0.102 0.049  0.03
C1 0.978 -0.039 5.284  0.00
N1 2.013 0.095 4.258  0.00
C2 3.368 0.188 4.501  0.00
C3 3.985 0.276 3.319  0.00
N2 2.995 0.241 2.317  0.00
C4 1.792 0.133 2.941  0.00
S1 0.191 0.097 2.365  0.01
C5 3.301 0.284 0.923  0.00
C6 4.652 0.363 0.590  0.00
C7 5.051 0.395 -0.726  0.00
C8 4.076 0.342 -1.707  0.00
C9 2.768 0.260 -1.308  0.00
N3 2.340 0.237 -0.019  0.00
H1 1.459 -0.023 6.257  0.00
H2 0.448 -0.980 5.151  0.00
H3 0.272 0.786 5.214  0.00
H4 3.778 0.184 5.496  0.00
H5 5.035 0.364 3.131  0.00
H6 5.409 0.393 1.351  0.00
H7 6.102 0.454 -0.973  0.00
H8 4.320 0.357 -2.759  0.00
H9 2.008 0.208 -2.061  0.00
Br1 0.109 0.773 -6.611  0.00
C10 -0.021 0.478 -4.784  0.00
C11 -0.055 -0.816 -4.271  0.00
C12 -0.100 -0.978 -2.905  -0.01
N4 -0.141 0.056 -2.049  0.02
C13 -0.147 1.310 -2.544  0.00
C14 -0.072 1.553 -3.902  0.00
C15 -0.197 2.376 -1.526  0.00
C16 -0.369 3.708 -1.846  0.00
C17 -0.373 4.661 -0.833  0.00
Br2 -0.572 6.460 -1.238  0.00
C18 -0.218 4.236 0.481  0.00
C19 -0.072 2.888 0.728  0.00
N5 -0.059 1.964 -0.245  0.00
H10 -0.035 -1.677 -4.924  0.00
H11 -0.086 -1.968 -2.469  0.01
H12 -0.043 2.560 -4.289  0.00
H13 -0.512 4.021 -2.869  0.00
H14 -0.211 4.941 1.300  0.00
H15 0.047 2.528 1.739  0.00
O1 -2.105 -8.460 -0.921  0.00
C20 -1.034 -8.097 -0.214  0.00
O2 -0.360 -8.877 0.384  0.04
C21 -0.677 -6.629 -0.157  0.17
C22 -1.638 -5.632 0.064  -0.02
C23 -1.251 -4.318 0.164  0.09
C24 0.122 -3.980 0.052  0.08
S2 0.751 -2.402 0.196  0.51
C25 1.089 -4.999 -0.138  0.11
C26 0.684 -6.306 -0.223  -0.03
H16 -2.525 -7.735 -1.398  0.00
H17 -2.682 -5.897 0.183  0.00
H18 -1.982 -3.547 0.351  0.01
H19 2.136 -4.736 -0.202  0.00
H20 1.406 -7.104 -0.338  0.00
N6 -7.237 -0.688 0.076  0.00
C27 -6.092 -0.602 0.096  0.00
C28 -4.662 -0.500 0.107  0.00
C29 -4.027 0.529 0.793  0.00
C30 -2.650 0.592 0.770  0.00
N7 -1.894 -0.305 0.113  0.00
C31 -2.512 -1.300 -0.545  0.00
C32 -3.882 -1.433 -0.572  0.00
H21 -4.596 1.268 1.339  0.00
H22 -2.130 1.377 1.298  0.00
H23 -1.881 -2.003 -1.063  -0.01
H24 -4.340 -2.249 -1.113  0.00

Values from the calculation:
Multiplicity = 2
Net charge = +3
ΔE to the lowest compared entry with this formula, charge and spin = 0.0 kcal/mol
HOMO level (alpha / beta) = -16.463 / -16.579 eV
⟨S²⟩ = 0.7774
Kohn-Sham gap (alpha / beta) = 7.61 / 5.93 eV
LUMO energy (alpha / beta) = -8.855 / -10.647 eV



Entry 2:
C32H25As2F4N7O4W | ωB97M-V/def2-TZVPD

Last column: natural (NBO) charge in e.
Element x y z (Å)
W1 0.513 -0.365 -0.062  1.67
O1 -0.662 -3.832 1.603  -0.38
C1 -0.669 -2.684 1.370  0.76
O2 0.470 -2.009 0.881  -0.66
C2 -1.780 -1.691 1.467  0.07
C3 -3.045 -1.884 1.983  -0.14
C4 -3.935 -0.809 1.935  -0.08
C5 -3.555 0.399 1.351  -0.14
C6 -2.270 0.497 0.853  0.10
N1 -1.420 -0.520 0.943  -0.45
C7 -1.643 1.655 0.139  0.76
O3 -2.165 2.634 -0.252  -0.40
O4 -0.288 1.392 -0.030  -0.70
H1 -3.323 -2.840 2.408  0.29
H2 -4.932 -0.919 2.345  0.28
H3 -4.232 1.241 1.281  0.29
C8 2.029 2.245 -2.291  -0.93
As1 2.543 1.314 -0.682  1.29
C9 4.265 0.497 -0.967  -0.94
C10 2.774 2.562 0.740  -0.38
C11 3.388 3.788 0.518  -0.18
C12 3.668 4.611 1.602  -0.14
C13 3.349 4.207 2.891  -0.15
C14 2.729 2.983 3.113  -0.13
C15 2.440 2.160 2.032  -0.39
As2 1.509 0.506 2.287  1.19
C16 0.056 0.919 3.490  -0.93
C17 2.638 -0.780 3.183  -0.92
H4 2.871 2.852 -2.625  0.28
H5 1.177 2.883 -2.064  0.28
H6 1.780 1.525 -3.068  0.25
H7 5.014 1.289 -0.933  0.29
H8 4.299 0.018 -1.943  0.25
H9 4.473 -0.220 -0.175  0.26
H10 3.654 4.113 -0.481  0.24
H11 4.140 5.570 1.438  0.27
H12 3.578 4.850 3.731  0.27
H13 2.476 2.690 4.125  0.23
H14 0.466 1.161 4.471  0.29
H15 -0.601 0.057 3.595  0.25
H16 -0.485 1.786 3.113  0.26
H17 3.194 -0.271 3.969  0.28
H18 3.337 -1.224 2.477  0.26
H19 2.012 -1.555 3.622  0.27
C18 2.495 -4.694 -2.191  -0.40
N2 2.928 -3.281 -2.383  -0.34
C19 3.977 -3.021 -3.404  -0.40
C20 2.356 -2.346 -1.763  0.79
N3 1.812 -1.474 -1.177  -0.62
H20 2.002 -5.010 -3.109  0.26
H21 1.819 -4.763 -1.343  0.23
H22 3.386 -5.291 -2.006  0.26
H23 3.734 -3.631 -4.272  0.27
H24 4.943 -3.308 -2.993  0.25
H25 3.968 -1.973 -3.688  0.23
F1 -1.241 -1.990 -6.836  -0.26
C21 -2.185 -1.169 -6.416  0.36
C22 -3.188 -0.802 -7.276  0.47
F2 -3.176 -1.278 -8.485  -0.21
C23 -4.239 0.088 -6.869  -0.19
C24 -4.175 0.571 -5.515  0.45
C25 -3.163 0.187 -4.685  0.34
F3 -3.120 0.644 -3.431  -0.29
C26 -2.143 -0.690 -5.096  -0.02
C27 -1.105 -1.085 -4.182  -0.35
C28 -0.945 -0.685 -2.891  0.61
N4 -0.581 -0.495 -1.785  -0.61
C29 -0.034 -1.998 -4.475  0.31
N5 0.888 -2.684 -4.506  -0.29
F4 -5.090 1.382 -5.062  -0.23
C30 -5.261 0.461 -7.740  0.12
C31 -5.352 0.000 -9.078  0.16
N6 -5.487 -0.340 -10.171  0.02
C32 -6.312 1.341 -7.370  0.16
N7 -7.155 2.079 -7.100  0.01

Values from the calculation:
Multiplicity = 1
Net charge = +4
ΔE to the lowest compared entry with this formula, charge and spin = 0.0 kcal/mol
HOMO level = -19.217 eV
Kohn-Sham gap = 5.23 eV
LUMO energy = -13.983 eV



Entry 3:
C32H25AsEuN6O8S3 | ωB97M-V/def2-TZVPD

Last column: Mulliken spin population.
Element x y z (Å)
Eu1 0.391 -0.070 -0.493  3.99
O1 2.479 -0.614 -4.347  0.07
C1 1.723 -0.814 -3.399  -0.03
N1 2.024 -0.907 -2.081  0.20
C2 3.329 -1.179 -1.662  0.21
C3 4.304 -1.794 -2.468  -0.03
C4 5.525 -2.179 -1.953  0.09
C5 5.811 -1.962 -0.607  0.06
C6 4.868 -1.359 0.198  0.00
C7 3.618 -0.954 -0.299  0.22
N2 2.609 -0.465 0.551  0.23
C8 3.031 0.343 1.564  -0.04
O2 4.028 1.059 1.578  0.07
C9 2.231 0.252 2.862  0.00
C10 2.752 0.852 4.008  0.00
C11 2.124 0.618 5.218  0.00
C12 0.999 -0.198 5.247  0.00
C13 0.539 -0.722 4.050  -0.02
N3 1.136 -0.491 2.884  0.02
C14 0.260 -1.086 -3.693  -0.01
C15 -0.300 -0.736 -4.915  0.00
C16 -1.572 -1.180 -5.204  0.00
C17 -2.237 -1.971 -4.275  0.00
C18 -1.616 -2.235 -3.074  0.02
N4 -0.386 -1.804 -2.778  -0.01
H1 4.081 -1.950 -3.513  -0.01
H2 6.257 -2.650 -2.599  0.01
H3 6.766 -2.265 -0.193  0.01
H4 5.082 -1.187 1.245  0.00
H5 3.638 1.463 3.912  0.00
H6 2.512 1.053 6.131  0.00
H7 0.484 -0.423 6.173  0.00
H8 -0.360 -1.332 4.018  0.02
H9 0.281 -0.137 -5.601  0.00
H10 -2.051 -0.910 -6.137  0.00
H11 -3.238 -2.336 -4.460  0.00
H12 -2.120 -2.800 -2.296  0.00
O3 -4.418 0.302 -0.805  -0.01
As1 -2.866 0.749 -1.550  0.02
O4 -3.115 0.788 -3.166  0.01
O5 -1.803 -0.355 -0.838  -0.01
C19 -2.733 2.515 -0.738  0.01
C20 -3.898 3.071 -0.214  -0.01
C21 -3.892 4.359 0.302  0.00
C22 -2.733 5.119 0.294  0.00
C23 -1.564 4.589 -0.224  0.00
C24 -1.569 3.293 -0.728  0.00
S1 -0.015 2.665 -1.278  -0.01
O6 -0.327 1.509 -2.141  0.00
O7 0.714 3.732 -1.879  0.00
O8 0.619 2.099 -0.049  0.00
H13 -4.771 -0.392 -1.375  0.01
H14 -4.802 2.481 -0.216  0.01
H15 -4.806 4.775 0.708  0.00
H16 -2.740 6.127 0.688  0.00
H17 -0.650 5.166 -0.251  0.00
C25 -0.841 2.769 2.681  -0.01
C26 -1.640 1.536 2.410  0.00
N5 -1.199 0.492 1.782  0.00
C27 -2.084 -0.568 1.888  -0.08
C28 -3.238 -0.287 2.542  0.36
S2 -3.206 1.332 3.096  0.08
C29 -1.703 -1.889 1.381  -0.07
C30 -2.463 -3.012 1.444  0.43
S3 -1.631 -4.319 0.704  0.11
C31 -0.303 -3.288 0.353  0.03
N6 -0.481 -2.068 0.761  -0.02
C32 0.915 -3.764 -0.368  0.00
H18 -0.144 2.959 1.870  0.00
H19 -0.261 2.613 3.595  0.00
H20 -1.486 3.636 2.823  0.00
H21 -4.092 -0.924 2.696  0.03
H22 -3.447 -3.131 1.865  0.05
H23 0.968 -4.852 -0.376  0.00
H24 1.807 -3.363 0.116  0.00
H25 0.900 -3.393 -1.395  0.01

Values from the calculation:
Multiplicity = 7
Net charge = -1
ΔE to the lowest compared entry with this formula, charge and spin = 124.4 kcal/mol
HOMO level (alpha / beta) = -0.671 / -4.470 eV
⟨S²⟩ = 12.0425
Kohn-Sham gap (alpha / beta) = 3.15 / 4.05 eV
LUMO energy (alpha / beta) = 2.475 / -0.420 eV